# 1
133
Properties=species:S:1:pos:R:3:forces:R:3:lowdin_charge:R:1 method="wB97M-V/def2-TZVPD" lumo_energy_ev=0.398 charge=0 homo_ev=-7.668 orbital_gap_ev=8.065
C 3.6271 0.3708 -0.2955 0.5 -0.6 0.6 -0.014
C 2.9593 -0.9657 -0.2421 0.6 -0.3 0.4 -0.417
C 3.2644 -2.0968 -1.2054 -0.1 0.7 -0.3 -0.025
N 2.0427 -1.1638 0.6249 -1.6 1.8 -1.1 0.124
C 0.8310 -1.7121 0.0181 1.2 -0.4 1.3 -0.313
C 0.2705 -0.9960 -1.2333 -0.9 -0.8 0.0 -0.094
C -0.9908 -0.2881 -0.7219 0.3 -0.6 -0.6 -0.050
C -1.3346 -1.2918 0.3765 3.3 3.2 -1.3 -0.507
O -2.3478 -1.8039 0.6019 -3.5 -1.9 1.3 0.156
O -0.1699 -1.5107 1.0397 -0.5 -1.4 0.0 0.040
H 3.2637 1.0446 0.4748 -0.1 -0.2 0.3 0.066
H 4.7125 0.3051 -0.2011 0.1 0.2 -0.5 0.089
H 3.3153 0.8205 -1.2438 0.5 -0.1 -0.1 0.059
H 4.2673 -2.0622 -1.6263 0.0 0.2 -0.1 0.093
H 2.5393 -2.0971 -2.0166 0.1 -0.1 -0.3 0.046
H 3.1387 -3.0311 -0.6600 0.0 -0.1 -0.1 0.080
H 0.8786 -2.7789 -0.2254 0.0 -0.2 0.4 0.145
H 0.9454 -0.4672 -1.8952 0.2 0.3 0.4 0.116
H -0.1263 -1.8272 -1.8225 0.2 0.1 -0.4 0.116
H -1.7333 -0.2647 -1.5089 -0.3 0.2 0.1 0.110
H -0.8052 0.7145 -0.3528 -0.1 0.0 0.3 0.128
C 1.4215 -3.6820 -4.5384 0.0 -0.3 0.5 -0.661
O 1.6195 -2.6098 -3.9663 -0.1 -0.1 -0.4 -0.013
N 1.2903 -4.8551 -3.8658 -0.1 0.5 -0.1 0.179
N 1.3161 -3.7730 -5.8993 0.0 0.2 -0.2 0.146
H 1.1279 -5.7459 -4.3031 0.2 -0.1 0.1 0.058
H 1.3641 -4.8185 -2.8633 -0.1 -0.2 0.0 0.089
H 1.4079 -2.9249 -6.4253 0.0 0.0 0.0 0.094
H 1.1563 -4.6351 -6.3842 0.0 -0.1 0.1 0.091
C 2.8904 2.6629 -3.4589 -0.1 0.2 -0.1 -0.668
O 3.6327 2.4081 -2.5212 0.1 0.0 -0.2 0.005
N 2.3596 3.8946 -3.6629 0.4 -0.2 -0.1 0.161
N 2.5282 1.7117 -4.3764 0.1 -0.2 0.0 0.154
H 1.7385 4.1234 -4.4163 -0.2 0.1 0.2 0.056
H 2.6013 4.6115 -3.0052 -0.1 0.0 0.0 0.105
H 2.8995 0.7873 -4.2528 0.0 0.0 0.0 0.098
H 1.9189 1.8917 -5.1502 0.0 0.0 0.0 0.085
C -2.1702 -5.5225 1.6057 0.0 0.7 -0.2 -0.672
O -2.1212 -6.7300 1.7902 -0.2 -0.6 0.1 -0.019
N -1.4876 -4.6452 2.3877 0.0 0.1 0.2 0.178
N -2.9096 -4.9641 0.6088 -0.1 0.0 -0.1 0.173
H -1.5104 -3.6475 2.2581 0.0 0.0 -0.1 0.080
H -0.9328 -5.0296 3.1296 0.0 0.0 -0.1 0.104
H -3.4226 -5.5875 0.0141 0.1 0.0 0.0 0.103
H -2.9613 -3.9724 0.4456 0.1 0.0 0.1 0.069
C 3.9099 1.4961 3.6240 0.1 0.0 0.0 -0.686
O 3.4412 2.1772 2.7309 0.0 0.2 0.0 0.023
N 4.7724 1.9875 4.5614 0.2 0.1 0.1 0.154
N 3.6029 0.1741 3.7574 -0.1 -0.6 -0.3 0.160
H 5.1605 1.4354 5.3066 -0.2 0.0 0.1 0.076
H 5.0154 2.9575 4.4931 0.0 0.0 -0.1 0.098
H 2.9672 -0.2159 3.0757 -0.1 0.1 0.1 0.086
H 3.9662 -0.4132 4.4852 -0.1 0.2 0.2 0.086
C -3.6776 2.6304 -1.0560 0.0 0.2 0.1 -0.679
O -3.2279 2.0198 -2.0086 0.0 -0.1 -0.1 0.022
N -3.2666 3.8852 -0.7191 0.2 0.0 -0.1 0.165
N -4.6413 2.1080 -0.2367 -0.2 -0.3 0.0 0.149
H -3.6302 4.3984 0.0606 -0.1 0.0 0.0 0.089
H -2.5621 4.3096 -1.2971 -0.1 0.0 0.0 0.106
H -4.9704 1.1841 -0.4509 0.2 -0.1 0.1 0.099
H -5.0266 2.5945 0.5508 0.0 0.1 0.0 0.091
C 1.0531 -7.1453 0.0906 -0.1 0.1 0.2 -0.687
O 0.5831 -6.3979 -0.7647 0.2 -0.3 0.2 0.003
N 2.4066 -7.3365 0.2112 0.1 0.0 -0.3 0.146
N 0.2904 -7.8399 0.9801 0.0 0.0 -0.6 0.161
H 2.8239 -7.9351 0.8978 0.0 0.1 0.1 0.091
H 3.0016 -6.8361 -0.4243 0.0 0.1 0.1 0.102
H -0.7145 -7.7192 0.9305 0.1 0.2 0.3 0.067
H 0.6724 -8.4519 1.6754 0.1 0.1 0.0 0.094
C -8.1345 3.5758 -0.6407 0.0 -0.1 0.1 -0.673
O -7.1592 4.3106 -0.6739 0.1 0.2 0.0 0.011
N -8.0279 2.2169 -0.6236 -0.1 0.1 -0.1 0.154
N -9.4124 4.0575 -0.6190 -0.1 0.2 0.0 0.154
H -8.8147 1.5913 -0.5953 0.1 -0.1 0.1 0.093
H -7.1011 1.8296 -0.6393 0.0 0.0 0.0 0.077
H -9.5273 5.0537 -0.6317 0.0 0.0 0.0 0.102
H -10.2262 3.4728 -0.5913 0.0 0.0 0.0 0.096
C 3.7411 1.7554 8.0774 -0.1 0.2 0.1 -0.689
O 4.1289 0.7587 7.4783 0.2 -0.1 -0.2 -0.014
N 2.9323 2.6840 7.4925 -0.2 0.1 -0.3 0.160
N 4.0814 2.0206 9.3644 0.0 -0.4 0.3 0.155
H 2.6085 3.5068 7.9665 0.1 0.0 0.1 0.076
H 2.6592 2.5214 6.5398 0.0 0.0 0.0 0.095
H 4.6778 1.3584 9.8241 0.0 0.0 -0.1 0.103
H 3.7704 2.8363 9.8645 0.2 0.0 -0.2 0.059
C -8.0350 -0.5822 -2.7628 0.0 0.0 -0.1 -0.684
O -8.3914 -0.7458 -1.6042 0.0 0.0 0.1 0.008
N -7.7136 -1.6219 -3.5845 -0.1 -0.2 0.1 0.153
N -7.9327 0.6580 -3.3153 -0.1 0.1 -0.1 0.157
H -7.4181 -1.5083 -4.5350 0.0 0.0 0.0 0.094
H -7.7793 -2.5465 -3.2007 0.0 0.0 0.0 0.104
H -8.1656 1.4345 -2.7215 0.1 0.1 -0.1 0.067
H -7.6449 0.8333 -4.2592 0.0 -0.1 0.0 0.099
C -0.6602 5.7406 -5.1973 -0.3 0.2 0.0 -0.668
O 0.1044 5.4754 -4.2830 0.1 0.0 -0.2 0.013
N -1.1846 6.9844 -5.3718 0.3 0.1 -0.1 0.159
N -1.0551 4.8110 -6.1179 0.2 -0.1 -0.1 0.156
H -1.8167 7.2234 -6.1111 -0.1 -0.1 0.1 0.095
H -0.9198 7.6888 -4.7096 -0.1 -0.1 0.0 0.100
H -0.6941 3.8814 -6.0164 -0.1 0.0 0.0 0.098
H -1.6834 5.0086 -6.8726 0.0 0.0 0.1 0.093
C 5.5048 -3.4422 2.4134 -0.1 0.1 -0.1 -0.680
O 5.8836 -4.4283 1.8029 0.0 -0.1 0.0 0.014
N 4.7078 -2.4904 1.8544 0.2 -0.2 0.0 0.182
N 5.8534 -3.2139 3.7184 0.1 -0.1 0.1 0.146
H 4.3839 -1.6754 2.3386 0.0 0.1 0.0 0.057
H 4.4333 -2.6278 0.9014 0.0 0.0 0.0 0.059
H 6.4400 -3.8954 4.1618 0.0 0.0 0.0 0.098
H 5.5567 -2.4125 4.2408 0.0 0.0 0.0 0.078
C 3.8762 5.9508 9.1241 0.0 0.2 -0.1 -0.660
O 3.8757 4.7950 9.5230 -0.2 0.2 0.1 0.003
N 4.3844 6.2958 7.9096 0.1 -0.1 -0.1 0.164
N 3.3697 6.9792 9.8609 -0.1 0.0 0.1 0.158
H 4.3976 7.2341 7.5576 0.0 0.0 0.0 0.098
H 4.7642 5.5570 7.3453 0.0 0.0 0.0 0.107
H 2.9883 6.7542 10.7612 0.0 0.0 0.0 0.107
H 3.3608 7.9327 9.5526 0.0 0.0 0.0 0.096
C -4.0397 7.2449 -2.0575 -0.1 0.0 0.2 -0.690
O -3.5785 6.6458 -3.0118 0.1 0.0 -0.1 0.019
N -3.6262 8.5079 -1.7182 0.1 0.1 -0.1 0.141
N -5.0009 6.7183 -1.2455 0.0 -0.2 -0.1 0.156
H -3.9895 9.0215 -0.9385 0.0 0.0 0.0 0.087
H -2.9195 8.9276 -2.2917 0.0 0.0 0.0 0.094
H -5.3331 5.7914 -1.4600 -0.1 0.0 0.1 0.072
H -5.3882 7.2015 -0.4580 0.0 0.0 0.0 0.093
C 2.0564 -8.8157 -4.1447 -0.1 -0.2 0.3 -0.665
O 2.0013 -7.6217 -4.3858 0.0 0.1 -0.3 0.016
N 1.8799 -9.3069 -2.8869 0.0 0.1 0.1 0.169
N 2.2984 -9.7508 -5.1117 0.0 0.0 -0.2 0.149
H 1.9196 -10.2818 -2.6596 0.0 0.0 0.0 0.095
H 1.6979 -8.6400 -2.1549 0.0 0.0 0.0 0.082
H 2.4332 -9.4176 -6.0478 0.0 0.0 0.0 0.101
H 2.3477 -10.7353 -4.9330 0.0 0.0 0.0 0.091

=====

# 2
106
Properties=species:S:1:pos:R:3:forces:R:3:lowdin_charge:R:1 method="wB97M-V/def2-TZVPD" lumo_energy_ev=2.052 charge=-1 homo_ev=-3.955 orbital_gap_ev=6.007
C 4.2306 0.9022 0.6112 -0.5 -0.1 -0.4 -0.126
C 3.3027 0.3662 1.4254 1.2 -2.0 1.2 -0.402
Nb 1.9379 -1.0776 0.4941 1.4 1.2 -0.2 1.292
Cl 3.9156 -2.5784 0.1893 -0.3 0.0 -0.2 -0.206
C 0.6429 -2.6316 -0.5535 0.5 -0.9 0.2 -0.285
C 0.4712 -3.9299 0.1139 -0.2 0.2 0.9 -0.584
O 0.2402 -4.2010 1.2528 -0.2 -0.1 -0.6 0.069
F 0.6212 -4.9900 -0.7628 0.2 -0.3 -0.2 0.008
C 0.2306 0.3943 0.6395 0.0 -0.5 -0.5 -0.484
C -0.3795 0.7016 -0.7486 0.3 0.1 0.2 -0.190
C -0.8103 0.0376 1.7177 0.1 -0.4 0.0 -0.313
C -1.9204 -0.9130 1.2717 -0.4 0.0 0.5 -0.115
H 5.0023 0.2778 0.1602 -0.6 -0.2 -0.9 0.032
H 4.2265 1.9454 0.2901 0.6 0.3 0.8 0.047
H 3.2028 0.6530 2.4712 -1.4 1.2 -0.4 0.021
H 1.5541 -1.7245 2.1478 -0.3 0.1 0.1 -0.074
H 2.4050 -0.3039 -1.1569 -0.3 0.2 -0.3 -0.102
H 1.1795 -2.8565 -1.4756 -0.1 0.3 -0.3 0.017
H -0.3337 -2.2220 -0.8014 -0.1 0.2 0.1 0.047
H 0.7163 1.3142 0.9720 0.2 0.0 0.1 0.058
H -1.4409 0.9536 -0.7215 -0.1 0.1 0.1 0.044
H 0.1628 1.5407 -1.1811 0.0 0.1 -0.2 0.055
H -0.2545 -0.1026 -1.4679 -0.1 -0.1 -0.1 0.020
H -0.2959 -0.4456 2.5465 0.0 0.1 0.2 0.046
H -1.2698 0.9321 2.1518 -0.1 0.3 -0.3 0.091
H -2.7898 -0.7526 1.9114 -0.1 0.0 0.0 0.051
H -1.6520 -1.9595 1.4086 0.2 -0.1 -0.2 0.059
H -2.2618 -0.7454 0.2536 0.1 0.0 -0.2 0.056
C 1.3524 0.2523 5.2551 -0.2 -0.3 0.0 -0.156
O 1.5731 -0.9310 4.4828 0.3 0.3 0.4 -0.177
H 1.9621 1.0454 4.8264 0.1 -0.1 0.0 0.078
H 0.3030 0.5488 5.2241 0.0 0.1 0.0 0.063
H 1.6532 0.0886 6.2897 0.0 0.2 0.1 0.061
H 1.0309 -1.6290 4.8599 -0.1 -0.1 -0.2 0.078
C -2.9112 0.2708 -4.1027 0.2 0.0 -0.2 -0.137
O -1.5260 0.4846 -3.8769 -0.1 0.2 0.0 -0.129
H -3.4388 0.4275 -3.1644 0.1 0.0 0.1 0.075
H -3.3060 0.9703 -4.8457 -0.1 0.0 0.0 0.066
H -3.0964 -0.7523 -4.4466 -0.1 0.0 0.0 0.066
H -1.0738 0.3416 -4.7163 0.0 -0.1 -0.1 0.044
C 3.8775 -1.9830 7.3486 0.0 0.1 -0.3 -0.165
O 3.8957 -0.9169 6.4178 0.3 -0.2 0.1 -0.142
H 4.1974 -1.5880 8.3112 0.0 0.0 0.0 0.073
H 2.8695 -2.3987 7.4556 0.0 0.0 0.1 0.074
H 4.5612 -2.7847 7.0523 0.0 0.0 0.1 0.074
H 3.5986 -1.2593 5.5637 -0.2 0.2 0.0 0.060
C 6.4148 -0.9538 3.4421 -0.1 -0.3 -0.3 -0.160
O 7.0502 -1.5017 2.2904 0.2 0.1 0.2 -0.143
H 6.9659 -0.0688 3.7526 0.1 0.0 -0.1 0.075
H 5.3874 -0.6726 3.2059 -0.1 0.1 0.1 0.058
H 6.4175 -1.6815 4.2596 -0.1 0.1 0.1 0.070
H 6.5418 -2.2746 2.0244 -0.1 0.1 -0.2 0.049
C -0.7731 -2.2220 -5.4739 -0.1 0.0 -0.3 -0.140
O -0.7726 -1.1070 -6.3822 0.0 0.0 0.2 -0.135
H -0.4725 -1.8559 -4.4980 0.0 0.0 0.0 0.078
H -1.7762 -2.6525 -5.4013 0.0 0.0 0.1 0.078
H -0.0680 -2.9868 -5.7911 0.0 0.0 0.1 0.063
H -1.0349 -1.4298 -7.2460 0.0 0.0 -0.1 0.070
C 2.7844 -3.0806 -4.5955 -0.2 -0.2 0.5 -0.139
O 1.5660 -3.7124 -4.1913 0.1 0.0 -0.2 -0.148
H 2.6133 -2.5633 -5.5364 -0.1 0.0 0.0 0.059
H 3.0944 -2.3483 -3.8465 0.1 0.0 -0.1 0.084
H 3.5677 -3.8257 -4.7375 0.1 0.1 -0.1 0.071
H 1.7333 -4.1679 -3.3606 -0.1 0.0 0.1 0.065
C -1.2154 1.8042 8.1487 -0.2 -0.3 0.0 -0.149
O -1.0375 0.6064 7.3998 0.0 0.1 0.1 -0.130
H -0.5958 2.5731 7.6944 0.0 0.0 0.0 0.079
H -2.2583 2.1294 8.1208 0.0 0.1 0.1 0.066
H -0.9047 1.6655 9.1884 0.0 0.1 0.0 0.075
H -1.5858 -0.0740 7.7971 0.0 0.0 0.0 0.073
C -3.4395 3.7367 -0.1680 -0.1 -0.1 0.0 -0.163
O -3.7589 2.4618 -0.7034 0.0 0.0 0.0 -0.126
H -2.3558 3.8217 -0.1624 0.0 0.0 0.0 0.077
H -3.8566 4.5411 -0.7823 0.1 0.0 0.0 0.071
H -3.8075 3.8394 0.8576 0.1 0.1 0.0 0.072
H -4.7143 2.3711 -0.7131 0.0 0.0 0.0 0.070
C -4.1624 4.5032 6.5280 0.2 0.1 0.1 -0.160
O -3.6279 4.7824 7.8203 -0.1 -0.1 -0.1 -0.135
H -4.8197 3.6435 6.6252 0.0 0.0 0.0 0.076
H -4.7407 5.3501 6.1493 0.0 0.0 0.0 0.073
H -3.3696 4.2617 5.8162 0.0 0.0 0.0 0.078
H -3.0445 5.5400 7.7366 0.1 0.0 0.0 0.069
C -4.0241 3.1646 -7.0353 -0.6 0.0 0.0 -0.158
O -5.1309 3.0261 -6.1391 0.1 -0.1 0.0 -0.132
H -3.1235 2.8966 -6.5019 0.0 0.0 0.1 0.041
H -4.1488 2.5025 -7.8986 0.1 0.1 0.0 0.076
H -3.9453 4.2021 -7.3727 0.2 0.0 -0.1 0.077
H -5.9278 3.2676 -6.6155 0.0 0.0 0.0 0.062
C 4.5355 -2.7797 -7.9257 0.2 0.0 0.1 -0.160
O 5.1213 -2.6935 -6.6338 0.0 0.0 -0.2 -0.125
H 3.4791 -2.5456 -7.8212 0.0 0.0 0.0 0.069
H 4.9895 -2.0623 -8.6158 -0.1 0.0 0.0 0.073
H 4.6341 -3.7876 -8.3396 -0.1 0.0 0.0 0.076
H 6.0547 -2.9009 -6.7191 0.0 0.0 0.1 0.075
C -0.1246 4.1985 -6.5895 0.0 -0.1 0.2 -0.151
O -1.2057 3.6851 -5.8230 0.3 0.1 0.0 -0.139
H -0.5152 4.4638 -7.5697 0.0 0.0 0.0 0.074
H 0.3005 5.0925 -6.1247 0.0 0.0 -0.1 0.074
H 0.6624 3.4502 -6.7128 0.0 0.0 -0.1 0.079
H -0.8678 3.4450 -4.9541 -0.1 -0.1 0.0 0.084
C -5.4515 -2.4564 3.5053 0.0 0.0 -0.2 -0.166
O -5.4520 -1.4193 2.5335 -0.2 0.0 0.2 -0.130
H -5.2547 -1.9978 4.4711 0.0 0.0 0.0 0.074
H -6.4203 -2.9645 3.5454 0.0 0.0 0.1 0.070
H -4.6688 -3.1904 3.2976 0.0 0.0 0.1 0.078
H -5.6166 -1.8204 1.6770 0.1 0.0 -0.1 0.073